1.
A molecular structure, C19H43O2P3RhS, computed with ωB97M-V with the def2-TZVPD basis set.

CARTESIAN COORDINATES (ANGSTROEM)
H  0.055  4.303  -0.484
C  -1.407  -3.369  1.455
H  0.572  -1.250  -6.376
C  -0.442  3.503  0.099
H  -1.285  -3.132  -2.487
H  0.671  3.607  2.954
C  1.489  -0.707  -6.089
H  1.614  -2.335  0.614
H  -0.335  2.082  3.909
H  -1.725  -4.577  -1.527
H  -3.413  0.904  0.616
C  -1.397  1.829  3.801
H  1.734  -1.382  4.433
H  -3.866  1.815  2.104
Rh  -0.170  0.396  0.937
C  1.040  -0.731  3.891
C  -1.097  -3.680  -1.555
P  -1.761  0.765  2.364
P  -1.566  -2.642  -0.189
H  3.238  -0.805  -2.823
H  2.721  -2.614  1.992
C  0.011  0.395  -2.564
H  -2.066  -1.130  3.908
H  2.821  1.349  -0.009
C  1.190  -0.376  -2.236
H  2.390  -2.374  -5.129
C  2.483  -1.318  -5.425
H  2.868  3.153  -0.113
S  1.488  -0.622  2.156
H  -0.489  -3.979  1.438
H  -0.018  -3.926  -1.512
C  1.485  3.150  2.367
C  0.085  1.428  -3.497
H  -3.532  -0.131  3.710
C  2.445  -0.028  -2.901
H  2.040  2.407  2.971
H  -2.294  -3.964  1.772
H  -1.035  3.949  0.918
H  3.505  1.477  -4.009
H  0.982  -2.940  2.224
H  -1.703  1.285  4.712
C  1.707  -2.321  1.704
C  2.528  1.159  -3.628
H  -0.911  0.076  -2.050
H  -3.078  -1.319  2.458
C  1.343  1.873  -3.970
H  -3.545  -1.512  0.640
H  1.055  0.251  4.374
H  1.611  0.309  -6.520
H  3.467  -0.832  -5.273
C  2.238  2.256  -0.257
C  -3.134  -1.786  -0.339
H  2.188  3.944  2.056
O  2.877  -0.112  2.043
H  -3.892  -2.428  -0.826
O  1.154  -1.347  -1.399
C  -3.058  1.586  1.401
H  -1.276  -2.487  2.108
H  1.888  2.204  -1.304
H  -0.851  1.909  -3.844
H  -2.989  -0.887  -0.950
H  -0.337  -1.836  -0.198
P  0.769  2.323  0.856
C  -2.681  -0.589  3.174
H  0.036  -1.148  3.907
H  -1.096  2.906  -0.565
H  -2.674  2.493  0.925
H  -1.989  2.749  3.693
H  1.326  2.785  -4.631

The orbital gap (alpha / beta) is 6.85 / 3.60 eV. As for the multiplicity: 5. Its net charge is +3. The energy above the lowest of the compared OMol25 structures with the same formula, charge and spin comes out at 1.799 eV.


2.
A single C13H23N5O2 molecule, computed with ωB97M-V with the def2-TZVPD basis set.

CARTESIAN COORDINATES (ANGSTROEM)
H  -2.279  -2.119  3.944
C  0.253  2.061  0.055
O  -1.035  1.591  4.970
N  -0.655  1.381  2.235
N  -0.170  -0.211  0.502
H  0.436  1.672  -4.108
C  -0.897  -1.693  -4.869
H  -0.470  -2.516  6.238
H  -1.967  -1.062  7.556
H  0.589  -1.095  6.039
H  0.198  3.085  0.374
C  -0.149  -2.290  -3.718
N  -1.110  0.337  3.133
C  -1.520  -0.736  5.433
C  1.101  -1.520  -3.255
H  -1.505  -0.832  -4.521
C  0.573  1.719  -1.277
C  1.176  0.860  -4.091
H  -2.987  -2.298  5.533
H  -0.256  -1.306  -5.682
H  0.836  2.465  -1.994
C  -1.923  -0.236  6.864
N  0.172  -0.540  -0.723
C  -0.202  1.068  0.943
N  0.822  -0.055  -3.015
H  -1.048  -1.733  -2.027
H  0.125  -3.275  -4.079
H  -0.584  2.331  2.565
H  2.182  1.224  -3.986
C  -0.262  -1.637  5.574
H  1.880  -1.617  -3.991
H  -3.499  -0.966  4.518
H  -1.127  -0.595  2.694
H  1.160  0.345  -5.088
H  1.463  -2.050  -2.352
C  -2.639  -1.569  4.803
O  -1.120  -2.450  -2.676
H  -2.936  0.218  6.901
H  -1.197  0.483  7.259
H  0.114  -1.981  4.551
C  0.519  0.369  -1.662
C  -1.192  0.477  4.500
H  -1.621  -2.424  -5.265

The orbital gap is 8.05 eV. The energy above the lowest of the compared OMol25 structures with the same formula, charge and spin comes out at 0.279 eV.


3.
A molecular structure, C19H46N3O9, computed with ωB97M-V with the def2-TZVPD basis set.

CARTESIAN COORDINATES (ANGSTROEM)
H  -0.811  -0.262  -6.350
H  2.148  -3.487  3.371
C  -1.172  4.980  1.241
H  -1.210  -0.963  4.809
H  8.540  -3.582  -1.585
H  -4.573  4.541  3.634
H  8.104  -2.490  -0.198
C  -0.215  1.856  -3.031
H  5.796  -2.290  -0.469
C  -0.425  -0.765  -5.516
C  7.923  -3.469  -0.613
H  2.278  -2.687  1.744
O  6.838  -4.059  -0.649
N  3.315  -2.881  -1.385
H  -1.923  0.826  2.629
H  0.649  2.060  -3.307
H  -5.222  4.717  5.155
C  -1.137  -0.539  3.813
O  -2.939  1.104  -1.386
O  -4.025  3.189  4.626
O  -1.225  5.554  -0.103
C  0.974  -2.459  -1.584
C  -4.887  4.084  4.390
H  -1.788  0.758  -4.071
O  -3.372  -0.002  0.495
H  -1.934  1.749  4.750
C  1.955  -3.601  -1.404
H  -1.184  -1.489  -2.488
C  -2.783  1.152  4.356
C  5.841  -3.148  -1.018
O  0.813  -2.010  3.404
N  -2.287  0.208  3.396
H  6.068  -2.779  -2.045
C  -1.334  -2.254  -1.683
C  -0.619  3.781  -1.677
C  -2.578  0.787  -0.190
N  -1.146  2.824  -2.720
H  -3.178  0.458  5.313
C  -0.828  1.010  -4.241
H  -2.219  4.945  1.775
H  0.027  1.179  -2.374
H  -0.242  0.145  3.999
H  1.340  -1.807  -2.414
H  4.468  -4.652  -1.586
H  -4.664  1.853  3.291
H  -1.030  1.915  -4.926
H  0.141  4.406  -2.189
H  4.328  -4.213  -0.141
O  -0.260  -3.096  -1.845
H  -0.834  -2.364  2.439
O  -1.705  1.461  0.540
H  -0.080  3.278  -0.813
H  -1.953  2.303  -2.163
H  -2.694  4.131  -0.822
H  -0.253  -0.734  1.961
H  -1.592  -1.657  -0.623
H  -2.952  -0.160  1.334
H  -0.716  3.893  1.118
H  1.909  -4.347  -2.211
H  8.606  -4.147  -0.069
H  0.913  -1.863  -0.681
H  -2.161  5.352  -2.136
C  -3.790  2.133  3.746
H  -0.490  5.588  1.801
C  -0.342  -1.381  2.846
C  4.380  -3.838  -0.979
H  -5.839  3.491  4.109
C  1.487  -3.016  2.691
H  0.863  -3.783  2.100
H  -1.130  -1.533  -5.080
H  3.093  -2.159  -0.760
H  0.202  -1.514  -5.999
C  -1.790  4.662  -1.168
H  -3.200  2.565  2.896
O  0.016  -0.088  -4.670
H  1.849  -4.530  -0.440
H  -2.139  -2.841  -1.953

The orbital gap is 7.76 eV. Its net charge is -1. The energy above the lowest of the compared OMol25 structures with the same formula, charge and spin comes out at 3.383 eV.


4.
A molecular structure, C49H41BeCl2NP3, computed with ωB97M-V with the def2-TZVPD basis set.

CARTESIAN COORDINATES (ANGSTROEM)
H  -2.678  0.907  -0.141
C  6.037  -1.912  -0.827
C  0.943  -4.120  1.048
C  -1.513  3.352  0.485
C  6.818  -0.877  -0.330
C  -3.040  -1.069  -1.701
C  1.939  -2.824  2.813
C  -2.529  -1.432  2.293
C  -2.859  3.497  0.157
C  4.030  -0.598  -0.438
H  -1.260  -1.443  -3.779
C  1.237  2.458  -2.502
C  2.200  -1.803  1.915
H  0.455  -5.024  0.708
C  1.828  -1.939  0.581
C  -3.916  -3.671  -1.347
C  2.556  -1.509  -3.204
H  2.257  1.426  4.635
H  -2.433  1.820  3.103
C  -2.741  -1.733  -0.512
N  -2.001  0.661  0.572
H  2.223  -2.717  3.851
Cl  -0.683  1.157  -6.399
H  -5.589  -1.653  3.736
C  -1.406  1.751  3.442
H  -4.541  -1.240  1.549
Be  1.238  1.427  -0.293
C  0.944  1.580  2.944
H  -3.508  2.640  0.040
C  1.210  -3.102  0.142
H  -3.046  6.875  0.049
H  0.909  -3.210  -0.893
C  -4.225  -2.994  -2.519
H  0.247  -2.241  -5.571
C  1.414  1.496  -4.724
C  -3.404  4.764  -0.004
C  -0.719  2.282  -3.939
H  7.895  -0.970  -0.298
C  1.232  1.517  4.302
C  -2.618  5.890  0.174
C  -3.919  -1.427  2.417
C  -0.123  2.667  -2.746
H  3.628  -1.488  -3.082
C  0.656  -1.919  -4.623
C  -2.339  -1.903  4.653
H  -4.450  4.865  -0.260
C  1.303  -3.982  2.380
Cl  4.165  1.770  0.945
C  1.857  2.769  -1.168
P  -0.720  1.745  0.741
H  0.305  4.397  0.978
P  -1.640  -1.032  0.757
C  -0.191  -1.472  -3.619
C  -4.511  -1.656  3.646
C  0.054  1.686  -4.917
H  -1.722  -2.086  5.523
H  -0.332  -0.703  -1.631
H  -4.257  -4.688  -1.204
H  2.940  2.826  -1.261
C  1.988  1.872  -3.525
C  0.336  -1.052  -2.410
C  -1.121  1.690  4.793
C  -1.281  5.752  0.528
H  6.801  1.055  0.613
H  3.048  1.705  -3.373
C  -3.787  -1.691  -2.693
H  -1.924  1.725  5.516
C  -1.747  -1.672  3.418
H  4.060  -2.598  -1.216
H  -0.667  -1.673  3.326
C  1.710  -1.082  -2.185
H  -0.732  3.166  -2.004
C  -3.181  -3.048  -0.353
H  -0.666  6.627  0.685
H  -1.773  2.452  -4.111
H  -4.805  -3.479  -3.291
P  2.212  -0.558  -0.523
H  -2.954  -3.586  0.559
H  1.759  1.540  2.230
C  -3.719  -1.896  4.765
C  4.832  0.383  0.132
H  2.692  -2.250  -5.205
C  -0.733  4.492  0.684
H  1.097  -4.779  3.081
H  -4.185  -2.079  5.724
C  -0.368  1.697  2.511
H  0.416  1.523  6.281
H  -4.022  -1.155  -3.603
C  6.215  0.263  0.170
H  6.495  -2.829  -1.171
H  1.504  3.737  -0.811
C  2.026  -1.927  -4.416
H  2.009  1.047  -5.507
C  4.663  -1.771  -0.866
C  0.197  1.572  5.223
H  2.689  -0.898  2.259
H  -2.691  -0.058  -1.882

The orbital gap is 8.11 eV. Its net charge is +1. The energy above the lowest of the compared OMol25 structures with the same formula, charge and spin comes out at 0.337 eV.


5.
2 unconnected molecules or ions with the total composition C2H6OS2, computed with ωB97M-V with the def2-TZVPD basis set.

CARTESIAN COORDINATES (ANGSTROEM)
H  2.436  0.853  0.676
H  -1.577  -1.264  2.003
H  -1.664  0.009  -0.906
S  -2.643  -0.627  -0.163
O  1.556  0.616  1.003
S  -1.994  0.006  1.757
C  0.684  0.385  -1.220
H  1.143  1.356  -1.422
C  0.948  -0.082  0.020
H  0.527  -0.201  -2.116
H  0.584  -1.051  0.369

The orbital gap (alpha / beta) is 8.73 / 4.26 eV. As for the multiplicity: 2. Its net charge is +1. The energy above the lowest of the compared OMol25 structures with the same formula, charge and spin comes out at 1.497 eV.


6.
A single C17H18N2O4S molecule, computed with ωB97M-V with the def2-TZVPD basis set.

CARTESIAN COORDINATES (ANGSTROEM)
C  -1.590  1.156  1.557
C  -0.104  -0.357  0.390
H  -1.906  -3.188  -4.158
H  1.580  4.266  3.216
H  4.052  -0.451  1.689
O  1.688  -0.897  -1.101
O  2.142  -0.471  1.049
H  1.092  -4.549  -1.862
C  -2.668  0.593  0.874
H  3.078  4.846  1.151
C  -1.213  -2.857  -3.382
C  2.087  4.434  1.078
N  -1.013  -2.009  -1.137
H  1.196  -2.847  -2.414
C  -0.320  0.652  1.323
C  -2.474  -0.445  -0.007
C  -0.196  -3.156  -0.803
C  -1.013  3.253  2.785
C  -1.981  -2.338  -2.158
N  -1.813  2.193  2.473
C  1.465  4.167  -0.100
H  -3.665  0.968  1.054
O  -1.226  3.919  3.780
H  -0.848  -3.966  -0.436
H  -2.644  2.119  3.048
H  3.734  -1.595  0.347
C  3.523  -0.602  0.751
O  -0.414  -3.970  -3.065
C  1.284  4.122  2.193
H  -2.681  -3.114  -1.812
H  0.520  -2.907  -0.022
C  0.524  -3.640  -2.062
C  1.300  -0.631  0.012
H  3.825  0.146  0.015
C  -1.196  -0.960  -0.272
H  -3.334  -0.883  -0.490
H  0.529  1.067  1.842
S  -0.105  3.512  0.122
H  1.831  4.318  -1.096
H  -2.537  -1.446  -2.446
C  0.072  3.593  1.847
H  -0.582  -2.045  -3.772

The orbital gap is 8.19 eV. The energy above the lowest of the compared OMol25 structures with the same formula, charge and spin comes out at 1.757 eV.


7.
3 unconnected molecules or ions with the total composition C2H9NO3, computed with ωB97M-V with the def2-TZVPD basis set.

CARTESIAN COORDINATES (ANGSTROEM)
O  -0.117  -0.602  0.435
C  -0.346  1.757  0.309
O  2.398  -1.986  -0.001
H  -3.882  -0.080  0.167
O  -3.097  0.377  0.479
C  0.208  0.436  -0.110
H  1.497  -1.913  0.377
H  1.679  -0.388  -1.164
H  0.344  2.593  0.371
H  1.152  1.265  -1.718
H  -1.091  2.042  -0.450
H  -2.356  -0.238  0.392
H  -0.919  1.662  1.228
H  2.950  -1.998  0.788
N  1.082  0.434  -1.155

The orbital gap is 11.01 eV. The energy above the lowest of the compared OMol25 structures with the same formula, charge and spin comes out at 0.295 eV.


8.
A single C2H4N2OS molecule, computed with ωB97M-V with the def2-TZVPD basis set.

CARTESIAN COORDINATES (ANGSTROEM)
C  1.012  -0.445  0.312
N  -1.228  -0.027  -0.047
H  1.965  0.057  -0.020
H  0.876  -0.265  1.379
H  0.307  1.599  0.087
H  0.212  0.499  -1.397
C  0.018  0.573  -0.329
S  -2.647  0.844  0.101
O  0.878  -1.632  -0.157
N  -1.393  -1.204  0.071

The orbital gap (alpha / beta) is 6.27 / 6.29 eV. The energy above the lowest of the compared OMol25 structures with the same formula, charge and spin comes out at 7.502 eV.


9.
9 unconnected molecules or ions with the total composition C17H39F9N3O12P, computed with ωB97M-V with the def2-TZVPD basis set.

CARTESIAN COORDINATES (ANGSTROEM)
C  -5.161  2.120  0.458
H  3.324  2.562  2.606
O  0.284  -2.470  -4.604
N  3.961  3.106  2.042
C  1.918  -1.542  -7.481
H  -8.385  2.409  -0.296
C  1.753  4.289  7.715
N  0.556  0.161  -0.470
H  0.252  -0.241  -7.966
O  -6.092  3.692  1.708
H  -0.147  4.011  6.796
H  4.546  -3.639  3.121
H  0.071  -0.714  -0.603
C  -6.531  2.606  0.929
O  -2.943  -5.655  -0.030
H  -2.843  -7.517  0.560
F  2.528  3.715  -2.285
F  -1.170  -0.035  5.704
H  2.063  -1.597  -9.663
H  0.290  1.000  -0.966
H  2.963  -1.260  -7.345
C  -0.971  -6.725  -0.322
H  -2.710  -7.101  -2.514
C  5.606  -1.272  -2.101
C  1.717  -2.222  -8.839
H  5.677  -0.404  -2.756
F  1.298  4.498  -0.653
H  0.699  -2.569  -9.017
H  1.721  5.368  7.868
H  2.344  -3.109  -8.929
F  2.574  5.979  -1.684
C  -2.506  -6.937  -0.299
C  0.727  -1.913  -5.601
O  1.501  0.938  4.619
H  -8.017  4.044  0.315
H  4.092  -2.713  1.820
O  -0.738  -5.603  0.436
H  3.061  -2.812  2.948
H  -6.839  1.818  1.616
O  1.436  -2.465  -6.550
O  -2.087  -3.732  0.862
O  0.392  -0.634  -5.971
C  -3.181  -7.353  -1.564
H  1.531  0.117  -0.732
F  0.169  0.205  7.278
C  1.020  -0.342  -7.200
H  1.573  0.598  -7.198
F  1.762  5.389  -3.713
H  -0.103  2.339  4.791
H  3.492  3.921  1.671
P  1.421  4.923  -2.196
H  -4.922  2.558  -0.511
H  3.439  -4.250  2.148
H  2.804  4.045  7.554
H  1.432  3.886  8.676
H  4.741  3.286  2.657
H  -7.122  3.435  -0.996
H  0.463  0.317  0.523
H  1.091  4.534  5.662
H  4.273  2.474  1.319
C  -4.861  3.608  2.113
C  0.893  3.868  6.502
O  1.388  2.552  6.101
F  -1.302  1.738  7.043
N  3.781  -3.374  2.518
H  -5.066  1.034  0.454
H  4.850  -1.945  -2.506
H  6.585  -1.721  -1.934
H  -0.470  -6.691  -1.290
H  -4.225  -7.073  -1.711
C  -7.588  3.116  -0.063
H  -0.429  -7.614  0.000
F  0.398  3.726  -2.555
C  0.562  1.674  5.343
O  -4.307  4.375  2.898
F  0.257  5.969  -1.971
O  -4.211  2.620  1.389
C  -1.947  -4.889  0.447
C  -0.457  0.878  6.341
O  5.197  -0.928  -0.832
H  -3.149  -8.441  -1.631

The orbital gap is 4.30 eV.


10.
2 unconnected molecules or ions with the total composition C6H15NO, computed with ωB97M-V with the def2-TZVPD basis set.

CARTESIAN COORDINATES (ANGSTROEM)
H  2.240  0.455  0.956
H  1.200  1.864  0.410
H  -0.539  -2.244  3.223
C  1.325  0.774  0.417
C  0.175  0.277  1.324
H  1.646  2.141  -2.031
O  -3.587  -0.238  -2.628
H  -3.931  -0.176  -1.724
H  -0.806  -0.754  -1.149
H  -1.472  -0.779  3.325
H  -0.527  1.097  1.338
H  2.736  0.897  -2.516
H  -0.051  -0.210  -2.508
C  1.302  0.309  -1.068
H  -0.670  1.059  -1.491
H  1.801  -0.678  -1.072
C  -0.439  -1.165  3.349
C  -0.174  0.083  -1.435
N  1.961  1.189  -1.952
H  0.116  -0.705  4.175
H  -3.875  -1.079  -2.989
C  0.336  -0.765  2.117
H  1.235  -1.353  1.928

The orbital gap is 9.27 eV. The energy above the lowest of the compared OMol25 structures with the same formula, charge and spin comes out at 2.711 eV.


11.
A molecular structure, MnN2O6, computed with ωB97M-V with the def2-TZVPD basis set.

CARTESIAN COORDINATES (ANGSTROEM)
N  1.030  1.111  -0.870
O  -1.495  0.558  0.957
O  -1.157  -0.977  2.409
O  0.990  -0.004  -1.413
O  2.093  1.231  -0.301
N  -1.103  -0.566  1.226
O  0.194  1.951  -1.004
O  -0.581  -1.175  0.326
Mn  0.030  -2.130  -1.331

The orbital gap (alpha / beta) is 5.35 / 4.50 eV. As for the multiplicity: 7. Its net charge is +1.


| no. | electronic energy (eV) |
| --- | --- |
| 1 | -66173.92797 |
| 2 | -25397.46874 |
| 3 | -43333.55976 |
| 4 | -106278.97445 |
| 5 | -25878.46897 |
| 6 | -39926.43520 |
| 7 | -9853.35141 |
| 8 | -17995.15764 |
| 9 | -81044.73386 |
| 10 | -10001.04619 |
| 11 | -46565.19535 |